Molecular formula: C32H56N8
Method: DFT, ωB97M-V/def2-TZVPD

XYZ file:
```
96
Properties=species:S:1:pos:R:3:forces:R:3:mulliken_charge:R:1
C -18.740 9.126 3.744 -1.0 1.1 0.9 -0.346
C -18.622 9.527 2.283 0.7 -1.2 -1.0 -0.418
C -18.739 11.047 2.064 2.4 -0.1 -0.1 -0.402
C -17.527 11.721 2.672 -1.7 -0.5 -0.2 0.412
N -16.566 12.160 3.114 0.4 0.1 -0.2 -0.517
H -17.934 9.581 4.344 -0.3 0.0 -0.3 -0.383
H -18.695 8.074 3.949 0.1 -0.7 -0.3 0.453
H -19.696 9.456 4.209 0.5 0.0 -0.3 0.209
H -19.369 9.040 1.587 0.7 0.3 1.0 0.344
H -17.598 9.119 2.025 -1.0 0.8 -0.5 0.217
H -19.690 11.386 2.384 -0.7 0.7 1.0 0.097
H -18.691 11.391 1.033 0.0 -0.6 -0.4 0.401
C -21.141 18.433 8.361 0.6 -1.7 0.0 -0.895
C -21.957 17.158 8.796 -0.6 0.9 0.6 -0.212
C -23.441 17.114 8.221 0.8 0.6 1.1 -0.416
C -23.384 16.984 6.782 -0.3 0.2 1.1 0.269
N -23.417 16.929 5.649 0.2 -0.2 -1.8 -0.488
H -20.064 18.208 8.488 -0.5 0.1 0.5 0.308
H -21.367 19.368 8.878 -0.3 -0.3 -0.2 0.380
H -21.152 18.516 7.281 -0.6 0.5 -0.3 0.112
H -21.929 17.099 9.915 -0.4 0.0 -0.9 0.358
H -21.485 16.265 8.424 0.5 -0.2 -0.1 0.013
H -23.922 18.083 8.432 0.0 -0.4 0.0 0.289
H -24.100 16.305 8.610 0.7 0.5 0.0 0.302
C -18.743 18.331 5.287 0.5 -0.8 -0.4 -0.942
C -18.645 17.141 4.271 1.3 0.6 1.0 -0.723
C -19.289 15.807 4.754 -1.9 3.1 0.6 0.297
C -19.335 15.712 6.219 0.2 -0.4 0.1 0.209
N -19.289 15.491 7.348 -0.2 0.3 -0.2 -0.706
H -18.221 18.116 6.260 0.2 0.5 -1.2 0.300
H -19.751 18.484 5.625 -0.8 0.2 -0.3 0.144
H -18.403 19.213 4.691 0.0 -0.4 1.2 0.376
H -17.562 17.057 4.027 -0.7 -0.4 0.2 0.325
H -19.117 17.471 3.356 -0.3 -0.2 -0.3 0.357
H -18.819 14.932 4.460 0.8 -1.6 -1.2 0.163
H -20.340 15.910 4.377 0.7 -0.8 0.4 0.194
C -15.653 5.512 9.528 0.4 -0.4 0.4 -1.191
C -16.052 5.197 8.074 0.9 -0.2 0.3 -0.382
C -17.069 6.122 7.420 -0.6 -0.5 0.7 -0.409
C -16.669 7.523 7.435 0.0 -0.2 -0.6 0.002
N -16.355 8.622 7.347 0.1 0.3 0.2 -0.220
H -14.861 6.277 9.551 -0.3 -0.3 0.1 0.324
H -15.254 4.579 9.980 0.0 0.6 -0.3 0.343
H -16.432 5.837 10.241 -0.1 -0.1 -0.7 0.299
H -16.377 4.149 8.011 -0.3 0.4 -0.1 0.397
H -15.141 5.252 7.445 -0.4 -0.1 0.4 0.176
H -18.056 6.055 7.893 0.1 0.1 0.2 0.415
H -17.226 5.740 6.424 0.1 0.4 -0.6 0.264
C -23.794 12.773 6.626 -1.8 0.0 -0.2 -1.223
C -22.316 12.616 6.677 2.4 1.4 -0.4 0.018
C -21.765 11.847 5.431 0.4 1.0 1.1 0.607
C -21.585 12.684 4.236 -0.8 0.8 -1.4 0.202
N -21.516 13.338 3.273 0.2 -1.1 1.6 -0.620
H -24.293 13.168 7.552 0.6 -0.8 -0.6 0.303
H -24.211 11.782 6.301 -0.1 0.8 0.8 0.354
H -24.152 13.466 5.843 0.5 -0.2 0.1 0.308
H -21.902 12.164 7.590 -0.6 -0.5 -0.3 0.327
H -21.731 13.568 6.665 -0.8 -0.1 0.1 -0.106
H -22.471 11.054 5.301 0.0 -0.8 -0.8 0.479
H -20.772 11.495 5.693 0.0 -0.5 0.0 -0.691
C -12.502 9.694 4.346 -1.5 1.6 -1.7 -1.584
C -13.968 9.922 4.820 0.9 -1.5 0.3 0.042
C -14.823 8.703 4.289 0.8 0.5 1.1 0.596
C -14.490 7.447 5.048 -0.2 -0.6 -0.8 0.017
N -14.306 6.382 5.469 -0.1 1.4 -0.3 -0.562
H -12.114 8.779 4.670 0.7 -1.3 0.7 0.397
H -11.892 10.529 4.645 0.5 0.2 0.4 0.403
H -12.441 9.696 3.223 -0.2 -0.1 0.9 0.388
H -14.309 10.896 4.523 -0.5 0.2 -0.7 0.255
H -13.975 9.962 5.920 -0.2 -0.3 -0.2 0.181
H -14.541 8.577 3.239 -0.2 -0.3 0.1 0.572
H -15.901 8.835 4.373 0.1 0.2 0.0 -0.720
C -12.387 12.072 8.034 -0.4 -0.7 0.9 -0.934
C -12.511 13.595 7.785 1.8 -0.9 -1.3 -0.436
C -13.448 13.960 6.585 -0.8 0.5 1.5 0.710
C -13.170 15.269 5.954 -0.4 0.6 1.0 -0.079
N -13.009 16.348 5.581 0.1 -0.6 -0.1 -0.454
H -13.304 11.530 8.512 1.3 1.1 -1.4 0.197
H -11.629 11.976 8.828 -0.1 -0.1 -0.2 0.385
H -11.961 11.538 7.161 -0.7 0.1 0.4 0.208
H -11.479 13.929 7.467 -0.9 -0.3 0.5 0.294
H -12.663 13.999 8.784 -0.7 0.8 -0.5 0.337
H -14.496 13.938 7.022 1.0 0.1 -1.2 -0.142
H -13.334 13.280 5.749 -0.2 -0.8 0.2 -0.062
C -17.325 11.934 5.948 -0.1 0.9 0.5 -0.106
C -17.586 12.418 7.409 -0.2 -1.1 -1.2 0.044
C -18.164 11.343 8.390 -0.3 0.9 -0.8 -0.552
C -19.025 10.318 7.794 -0.2 0.7 -0.4 0.152
N -19.827 9.665 7.293 0.1 -0.3 0.0 -0.576
H -16.578 12.571 5.483 0.1 0.3 0.1 0.558
H -18.206 12.095 5.305 0.2 -0.6 0.4 -0.040
H -16.889 10.934 5.865 -0.5 0.0 0.2 -0.206
H -18.214 13.314 7.394 0.0 -0.3 0.0 -0.311
H -16.641 12.700 7.835 0.4 0.3 0.3 0.139
H -18.834 11.952 9.015 0.5 -0.7 0.7 0.476
H -17.324 10.850 8.861 -0.1 0.0 0.6 0.355
```
Forces are in eV/Å.

Calculated values
E_LUMO	0.0229	Eh

Molecular formula: C32H57BN5O3
Method: DFT, ωB97M-V/def2-TZVPD

XYZ file:
```
98
Properties=species:S:1:pos:R:3:forces:R:3:mulliken_charge:R:1
C -3.372 1.430 4.264 0.1 -0.1 0.0 -1.030
C -3.212 2.097 3.126 -0.1 0.0 0.3 -0.367
C -2.162 1.742 2.113 0.0 0.1 0.3 0.111
C -0.874 2.572 2.219 0.0 0.0 0.0 1.040
N -0.234 2.306 3.512 -0.1 0.0 0.0 -0.510
C -1.093 4.083 2.045 0.1 0.0 0.1 -0.437
O -2.065 4.734 2.354 0.0 0.0 0.0 -0.693
N 0.080 4.579 1.548 0.1 0.0 -0.1 -0.094
C 0.986 3.570 0.944 -0.6 0.4 0.3 -0.801
B 2.308 3.661 1.844 0.2 -0.5 -0.1 1.006
O 2.819 4.930 2.077 -0.2 -0.2 0.2 -0.669
N 2.980 2.479 2.405 0.1 0.2 0.1 0.366
C 3.058 2.528 3.875 -0.1 0.0 -0.1 -1.161
C 4.293 2.240 1.795 -0.1 0.0 0.0 -1.268
C 1.208 3.897 -0.524 0.4 -0.1 0.2 0.179
C 2.403 3.562 -1.153 0.0 0.0 0.1 -0.326
C 2.562 3.861 -2.492 0.0 0.0 -0.1 -0.808
C 1.513 4.463 -3.160 0.0 0.0 -0.2 -0.437
C 0.352 4.738 -2.457 0.0 0.0 -0.1 -0.622
N 0.200 4.474 -1.165 -0.2 0.0 -0.1 -0.319
C 0.063 2.321 1.025 -0.1 0.0 -0.3 1.746
C 0.697 0.946 0.891 -0.3 -0.2 0.4 -1.593
C -0.122 -0.034 0.043 0.4 -0.1 -0.3 0.191
C -0.394 0.452 -1.395 0.0 0.3 0.2 -0.559
C -1.817 0.941 -1.689 0.0 -0.2 -0.4 -0.776
C -2.944 -0.001 -1.275 -0.2 0.4 -0.1 -0.271
C -4.329 0.583 -1.609 -0.3 -0.3 0.3 -1.064
C -5.410 0.239 -0.558 0.1 0.1 0.1 -0.917
C -5.896 1.459 0.228 -0.2 0.0 0.0 -0.055
C -6.885 2.342 -0.553 0.1 0.0 0.1 -1.271
H -2.773 0.554 4.498 0.0 0.0 0.0 0.285
H -4.094 1.734 5.011 -0.1 0.0 -0.1 0.313
H -3.850 2.952 2.939 0.2 0.1 -0.1 0.390
H -1.875 0.701 2.297 0.0 0.0 -0.2 0.334
H -2.553 1.834 1.097 0.0 0.0 0.0 -0.564
H 0.279 3.126 3.819 0.1 -0.1 0.0 0.294
H -0.958 2.182 4.214 0.0 0.0 0.0 0.377
H 0.118 5.536 1.232 -0.1 0.0 0.0 0.328
H 2.452 5.376 2.845 0.1 0.3 -0.1 0.335
H 4.093 2.506 4.216 0.0 0.1 0.1 0.389
H 2.604 3.438 4.283 0.1 0.0 0.0 0.356
H 2.515 1.690 4.316 0.0 -0.1 0.0 0.247
H 4.843 1.517 2.395 0.0 -0.1 -0.1 0.424
H 4.904 3.150 1.729 0.1 0.0 0.0 0.346
H 4.181 1.822 0.792 0.0 0.0 0.0 0.365
H 3.199 3.074 -0.607 0.0 0.1 0.1 0.307
H 3.488 3.639 -3.006 0.0 0.0 0.0 0.463
H 1.589 4.722 -4.206 0.0 0.0 0.0 0.438
H -0.488 5.195 -2.968 -0.1 0.0 0.1 0.430
H -0.612 2.498 0.180 0.1 -0.2 -0.1 -0.258
H 0.805 0.538 1.901 0.2 0.0 0.0 0.529
H 1.708 1.003 0.481 0.0 0.2 -0.1 0.269
H -1.045 -0.317 0.547 0.0 0.1 0.0 0.561
H 0.475 -0.952 -0.024 -0.1 -0.1 0.1 -0.587
H -0.121 -0.325 -2.118 -0.1 -0.1 0.1 0.449
H 0.284 1.287 -1.605 0.1 -0.1 -0.1 -0.027
H -1.897 1.072 -2.775 0.0 0.1 0.0 0.632
H -1.985 1.938 -1.272 0.0 -0.1 0.1 0.208
H -2.924 -0.188 -0.199 0.1 -0.1 0.0 0.292
H -2.815 -0.954 -1.797 0.0 -0.1 0.2 0.410
H -4.664 0.217 -2.580 0.2 0.2 -0.1 0.412
H -4.252 1.672 -1.655 0.0 0.0 -0.2 0.482
H -5.024 -0.496 0.153 0.1 0.0 -0.1 0.439
H -6.275 -0.230 -1.034 0.0 0.0 0.0 0.427
H -6.365 1.116 1.152 0.0 0.0 0.0 0.446
H -5.037 2.065 0.535 0.0 -0.1 0.1 -0.090
H -7.318 1.800 -1.395 0.0 0.0 0.0 0.276
H -6.402 3.243 -0.931 -0.1 0.0 -0.1 0.321
H -7.714 2.656 0.080 0.0 0.1 0.0 0.382
C 0.753 -6.318 -2.798 -0.2 0.0 0.4 -1.476
C 1.626 -5.043 -2.702 -1.3 -0.8 -0.7 1.523
C 3.142 -5.334 -2.804 0.5 0.3 0.4 -1.308
C 3.827 -5.873 -1.553 -0.2 -0.2 0.0 -0.478
C 3.501 -5.027 -0.330 0.4 0.2 -0.6 -1.197
C 1.994 -4.900 -0.072 -1.1 -0.8 1.2 1.666
N 1.430 -4.323 -1.377 3.2 1.8 -0.5 0.814
O 1.484 -3.123 -1.441 -1.2 -1.3 0.2 -0.311
C 1.399 -6.263 0.300 -0.1 -0.1 -0.3 -1.987
C 1.688 -3.941 1.070 0.1 0.4 -0.2 -2.055
C 1.215 -4.127 -3.846 0.1 0.4 0.2 -1.975
H 0.327 -6.631 -1.851 0.1 0.0 0.0 0.361
H -0.096 -6.140 -3.455 0.1 0.1 -0.1 0.456
H 1.325 -7.152 -3.198 0.1 0.0 0.0 0.329
H 3.638 -4.403 -3.092 -0.1 0.1 0.0 0.432
H 3.262 -6.025 -3.637 -0.1 0.0 -0.1 0.463
H 3.562 -6.919 -1.384 0.0 0.0 0.0 0.303
H 4.905 -5.858 -1.718 0.0 0.0 0.0 0.405
H 3.936 -5.455 0.572 -0.1 0.0 0.1 0.439
H 3.933 -4.028 -0.449 -0.1 0.0 0.0 0.383
H 0.315 -6.210 0.405 0.0 0.0 0.0 0.424
H 1.813 -6.552 1.264 0.0 0.1 0.0 0.453
H 1.641 -7.058 -0.398 0.0 0.0 0.0 0.462
H 2.169 -2.972 0.949 0.0 0.0 0.0 0.470
H 2.059 -4.386 1.990 0.0 -0.1 0.0 0.500
H 0.615 -3.783 1.176 0.0 0.0 0.0 0.499
H 0.190 -3.775 -3.726 0.0 -0.1 0.0 0.513
H 1.273 -4.709 -4.763 0.0 0.0 0.0 0.464
H 1.867 -3.261 -3.951 0.0 0.0 0.0 0.405
```
Forces are in eV/Å.

Calculated values
net charge	+1
E_LUMO	-0.2325	Eh

Molecular formula: C32H57BrCl33NO4
Method: DFT, ωB97M-V/def2-TZVPD

XYZ file:
```
128
Properties=species:S:1:pos:R:3:forces:R:3:mulliken_charge:R:1
C -1.528 1.745 1.782 -1.1 0.6 -0.3 -0.749
C -1.878 0.636 0.636 0.1 2.6 0.7 1.173
C -3.473 0.489 0.648 -0.3 -0.7 0.6 -0.413
C -4.037 -0.919 0.118 -0.4 0.3 -0.9 -0.841
C -3.473 -1.382 -1.302 1.7 -2.1 -2.9 0.634
C -3.722 -0.678 -2.655 1.6 -2.8 -0.2 -0.156
C -3.159 -1.243 -4.011 1.1 -2.3 2.5 -0.549
C -2.299 -2.558 -4.067 -1.9 1.8 4.3 -0.448
C -2.057 -3.267 -2.687 -1.5 2.3 -0.4 -0.081
C -2.614 -2.703 -1.345 -0.6 1.5 -3.5 -0.502
C -1.321 1.289 -0.747 0.7 -0.6 0.6 -0.920
O -2.067 2.522 -1.020 0.9 -1.0 -1.7 0.004
C -1.883 2.945 -2.378 0.6 0.9 1.0 0.004
Cl -3.591 3.244 -3.064 1.4 -0.4 0.0 -0.168
C -1.148 4.387 -2.444 -1.5 -0.1 -0.8 -0.255
O 0.194 4.372 -1.915 0.0 -0.3 -2.0 -0.373
C 1.134 3.846 -2.879 0.6 -0.9 0.1 -0.121
O 2.354 4.653 -2.949 -0.4 -0.9 -0.3 -0.420
C 3.333 3.985 -3.800 0.2 -1.1 -0.2 -0.265
C 4.712 3.665 -3.003 -0.9 1.1 0.7 -0.354
O 5.807 3.359 -3.908 -0.3 0.7 0.5 -0.453
N -1.230 -0.664 0.970 -0.9 0.3 -0.5 -0.266
Br 0.632 -0.518 1.157 0.0 -0.1 0.0 -0.158
H -0.446 2.106 1.734 -1.4 -0.7 0.2 0.265
H -2.195 2.671 1.582 1.1 -1.4 0.3 0.222
H -1.825 1.377 2.836 0.7 0.4 -1.8 -0.127
H -4.013 1.352 0.123 1.2 -1.2 0.6 -0.320
H -3.791 0.565 1.762 0.4 -0.1 -1.7 0.340
H -5.183 -0.796 0.018 1.8 -0.3 0.2 0.329
H -3.845 -1.741 0.886 -0.2 1.1 -1.2 0.294
H -4.357 0.264 -2.708 1.0 -1.4 0.2 0.329
H -3.361 -0.747 -5.022 0.1 -0.5 1.9 0.324
H -1.898 -3.000 -5.043 -0.7 0.8 1.7 0.349
H -1.454 -4.262 -2.711 -1.3 2.0 0.3 0.018
H -2.415 -3.300 -0.397 -0.3 1.1 -1.4 0.240
H -0.225 1.623 -0.601 -1.6 -0.8 -0.1 0.242
H -1.370 0.540 -1.614 -0.2 1.0 1.2 0.418
H -1.296 2.172 -2.983 -1.2 0.9 0.6 0.379
H -1.829 5.127 -1.882 1.4 -1.1 -0.5 0.350
H -1.187 4.692 -3.561 0.3 -0.4 1.7 0.008
H 0.695 3.774 -3.944 0.3 0.2 1.6 0.136
H 1.456 2.795 -2.515 -0.5 1.4 -0.6 0.293
H 2.844 2.996 -4.132 1.1 1.2 0.3 0.257
H 3.566 4.565 -4.757 -0.4 -0.4 1.4 0.277
H 4.506 2.823 -2.240 0.6 1.1 -1.4 0.151
H 5.022 4.598 -2.412 -0.8 -1.3 -0.7 0.292
H 6.418 4.135 -3.899 -0.8 -1.1 0.0 0.294
H -1.567 -0.988 1.890 0.3 0.4 -0.5 0.310
C 6.205 0.485 -5.959 0.0 0.3 0.0 0.393
Cl 7.539 -0.674 -5.880 0.0 -0.2 -0.3 -0.140
Cl 4.643 -0.325 -5.794 0.0 0.1 0.0 -0.177
H 6.316 1.208 -5.152 -0.1 -0.2 0.0 -0.362
H 6.239 0.997 -6.920 0.0 -0.2 0.1 0.274
C -5.980 3.914 0.975 0.0 0.4 0.1 -0.248
Cl -6.827 2.377 0.761 -0.1 0.0 0.0 -0.164
Cl -4.490 3.959 0.026 -0.2 0.2 0.3 -0.031
H -6.631 4.724 0.652 0.1 -0.2 0.0 0.177
H -5.733 4.037 2.029 0.0 -0.1 -0.2 0.285
C 1.014 -3.758 3.219 0.3 0.3 -0.1 -0.122
Cl -0.689 -3.294 3.151 -0.1 0.0 0.1 -0.128
Cl 1.194 -5.494 3.485 0.1 0.0 0.1 -0.124
H 1.489 -3.494 2.275 -0.2 -0.1 0.1 0.110
H 1.494 -3.222 4.036 -0.2 -0.1 0.0 0.237
C -0.495 1.193 5.884 0.2 0.2 -0.1 -0.049
Cl -2.134 1.726 5.491 0.0 -0.1 -0.2 -0.175
Cl -0.300 -0.541 5.595 0.1 0.0 -0.1 -0.041
H 0.214 1.737 5.262 -0.2 -0.2 0.0 0.073
H -0.298 1.400 6.933 -0.1 -0.2 -0.2 0.191
C -2.827 -2.915 6.629 0.2 0.1 0.0 0.306
Cl -4.465 -2.382 6.231 0.0 0.1 0.0 -0.170
Cl -2.633 -4.648 6.344 0.1 0.0 0.0 -0.155
H -2.117 -2.371 6.006 -0.3 -0.2 0.0 -0.284
H -2.632 -2.705 7.680 -0.1 -0.1 -0.1 0.292
C -10.699 3.954 0.355 -0.1 -0.1 -0.2 -0.005
Cl -9.444 5.198 0.422 0.0 0.1 -0.1 -0.176
Cl -11.053 3.316 1.964 -0.1 0.0 -0.1 -0.148
H -11.607 4.389 -0.060 0.3 0.0 0.2 0.067
H -10.356 3.140 -0.281 0.1 0.1 0.2 0.240
C -14.286 2.346 -1.116 -0.2 -0.1 -0.1 -0.232
Cl -14.046 4.047 -0.696 -0.3 0.0 -0.1 -0.151
Cl -12.754 1.465 -1.118 -0.1 -0.1 0.0 -0.136
H -14.954 1.893 -0.386 0.2 0.1 0.0 0.266
H -14.729 2.286 -2.109 0.2 0.1 0.1 0.277
C -2.048 5.972 -6.481 -0.1 0.3 0.0 -0.318
Cl -0.718 4.810 -6.399 0.1 0.0 -0.1 -0.141
Cl -3.612 5.168 -6.309 0.0 0.1 0.0 -0.130
H -1.933 6.699 -5.678 0.0 -0.2 0.0 0.251
H -2.015 6.479 -7.444 0.0 -0.2 0.1 0.343
C 10.872 -2.405 -7.150 -0.3 0.0 -0.1 0.054
Cl 11.543 -2.608 -5.526 -0.1 0.0 0.1 -0.155
Cl 12.044 -1.645 -8.232 -0.1 0.0 -0.1 -0.154
H 10.605 -3.383 -7.547 0.2 0.1 0.1 0.277
H 9.985 -1.776 -7.090 0.2 0.0 0.0 -0.018
C 3.532 0.881 4.354 0.2 -0.1 -0.1 -0.305
Cl 3.197 0.886 6.090 0.1 0.0 0.0 -0.153
Cl 2.277 1.744 3.457 0.1 0.0 -0.1 -0.057
H 4.491 1.367 4.177 -0.2 0.0 0.1 0.342
H 3.571 -0.150 4.004 -0.1 0.1 0.1 0.190
C 3.589 -6.359 0.605 -0.3 -0.3 0.0 0.349
Cl 3.828 -4.668 1.056 0.0 0.1 0.0 -0.145
Cl 5.120 -7.237 0.566 0.0 0.0 0.0 -0.162
H 2.929 -6.830 1.333 0.2 0.1 0.0 0.159
H 3.136 -6.399 -0.384 0.1 0.0 0.2 -0.211
C 2.602 -6.014 -3.247 0.1 0.1 -0.1 -0.218
Cl 0.901 -5.530 -3.285 0.1 0.1 0.0 -0.122
Cl 2.768 -7.759 -3.002 0.1 0.1 0.0 -0.151
H 3.067 -5.745 -4.195 -0.1 -0.1 0.1 0.331
H 3.101 -5.492 -2.431 -0.1 -0.1 -0.1 0.170
C 9.732 0.446 -2.634 0.2 -0.1 -0.2 -0.252
Cl 9.386 0.447 -0.901 0.1 0.0 0.0 -0.165
Cl 8.475 1.300 -3.538 0.2 0.3 0.3 -0.069
H 10.687 0.939 -2.805 -0.2 0.0 0.1 0.294
H 9.781 -0.584 -2.985 -0.1 0.1 0.1 0.194
C -3.177 3.550 8.423 -0.3 0.0 -0.1 -0.166
Cl -2.954 5.247 8.864 -0.1 0.0 0.0 -0.160
Cl -1.638 2.682 8.424 -0.1 0.2 0.7 -0.138
H -3.847 3.083 9.143 0.2 0.1 0.0 0.307
H -3.611 3.498 7.425 0.2 0.0 0.1 0.155
C 3.108 -7.583 5.855 -0.2 0.2 0.0 0.241
Cl 4.473 -8.572 6.387 0.1 0.1 0.0 -0.176
Cl 2.054 -8.483 4.759 -0.1 -0.1 0.0 -0.175
H 2.533 -7.275 6.727 0.1 -0.2 -0.1 0.327
H 3.490 -6.703 5.335 -0.2 -0.6 0.0 -0.216
C 6.781 -5.313 5.893 0.3 -0.1 0.2 -0.263
Cl 5.043 -5.082 5.670 0.3 0.5 0.1 -0.102
Cl 7.617 -5.410 4.340 0.0 0.0 0.1 -0.145
H 7.180 -4.472 6.458 -0.1 -0.1 -0.2 0.297
H 6.947 -6.239 6.443 -0.1 0.1 -0.2 0.226
```
Forces are in eV/Å.

Calculated values
E_LUMO	-0.0009	Eh

E_HOMO in eV, matching the order above: -11.2, -10.2, -8.2